10
Properties=species:S:1:pos:R:3:nbo_charge:R:1 method="wB97M-V/def2-TZVPD" total_charge=0 e_homo_ev=-8.7 total_energy_ev=-215330.88283 gap_ev=7.73 spin_multiplicity=1
Br -1.409 -3.542 -1.198 0.12
Br 0.715 -0.914 -1.008 -0.02
Br -1.377 -2.448 1.690 0.12
O 2.482 1.001 -0.128 -0.47
C -1.551 -2.072 -0.100 -0.36
C 0.131 1.577 0.151 -0.75
C 1.312 0.811 -0.220 0.57
H 0.561 2.667 0.326 0.24
H -0.305 1.179 1.127 0.28
H -0.560 1.740 -0.640 0.26

---

9
Properties=species:S:1:pos:R:3:nbo_charge:R:1 method="wB97M-V/def2-TZVPD" total_charge=0 e_homo_ev="-8.4 / -8.4" total_energy_ev=-98240.65640 gap_ev="4.00 / 4.03" spin_multiplicity=1
Br 2.609 0.580 -0.512 0.12
Cl 0.010 1.734 -1.916 0.08
Cl -3.090 -0.965 2.209 -0.61
C 0.614 0.598 -0.662 -0.18
C -0.096 -0.667 -0.327 -0.50
C 0.096 0.338 0.609 0.18
H 0.447 0.742 1.595 0.28
H -1.122 -0.799 -0.781 0.34
H 0.531 -1.561 -0.215 0.28

---

9
Properties=species:S:1:pos:R:3:nbo_charge:R:1 method="wB97M-V/def2-TZVPD" total_charge=0 e_homo_ev="-8.0 / -7.8" total_energy_ev=-93820.83252 gap_ev="7.97 / 7.30" spin_multiplicity=1
I -0.892 -0.972 2.386 0.23
Br 2.382 -1.567 1.306 0.18
Cl 1.750 0.513 -1.232 0.08
C 0.433 0.269 -0.276 -0.01
C 0.851 -0.588 1.335 -0.49
C -0.888 0.548 -0.761 -0.73
H -1.103 -0.265 -1.444 0.24
H -1.710 0.588 0.078 0.26
H -0.824 1.475 -1.393 0.24

---

11
Properties=species:S:1:pos:R:3:nbo_charge:R:1 method="wB97M-V/def2-TZVPD" total_charge=0 e_homo_ev=-10.6 total_energy_ev=-84070.89293 gap_ev=11.26 spin_multiplicity=1
Br -1.571 -0.372 1.832 0.04
F 0.715 1.642 -0.765 -0.31
F 1.430 -0.281 1.639 -0.33
F -0.836 0.704 -1.944 -0.34
F 0.886 -2.054 0.578 -0.33
C -0.460 1.106 -0.752 0.58
C 0.937 -0.730 0.469 0.51
C -0.492 -0.395 0.183 -0.36
H 1.540 -0.250 -0.327 0.15
H -1.345 1.802 -0.430 0.14
H -0.803 -1.171 -0.484 0.24

---

10
Properties=species:S:1:pos:R:3:nbo_charge:R:1 method="wB97M-V/def2-TZVPD" total_charge=-1 e_homo_ev=-4.3 total_energy_ev=-80016.47990 gap_ev=8.10 spin_multiplicity=1
Br -1.051 2.487 0.317 -0.82
F 0.158 -2.216 2.299 -0.39
O 1.519 2.623 -0.922 -0.60
O -0.059 1.775 -2.320 -0.59
C -0.309 -1.642 0.035 -0.50
C 0.573 2.232 -1.484 1.01
C -0.121 -1.295 1.275 0.23
H -0.182 -2.733 -0.291 0.20
H -0.097 -0.265 1.808 0.22
H -0.431 -0.966 -0.716 0.24

---

13
Properties=species:S:1:pos:R:3:nbo_charge:R:1 method="wB97M-V/def2-TZVPD" total_charge=0 e_homo_ev="-9.7 / -9.7" total_energy_ev=-83250.21385 gap_ev="8.39 / 8.39" spin_multiplicity=1
Br 3.485 -0.016 0.090 0.09
O -1.091 -4.719 -0.121 -0.34
O -1.949 -2.733 0.233 -0.34
N -1.028 -3.488 0.007 0.45
N 0.796 -1.054 0.020 -0.42
N 1.428 -3.398 -0.243 -0.11
N 2.437 -2.598 -0.072 -0.35
C 2.006 -1.261 -0.004 0.35
C 0.019 0.141 -0.201 -0.42
C 0.287 -3.040 -0.053 0.42
H -0.450 -0.110 -1.127 0.22
H -0.793 0.284 0.593 0.23
H 0.751 0.926 -0.281 0.22

---

10
Properties=species:S:1:pos:R:3:nbo_charge:R:1 method="wB97M-V/def2-TZVPD" total_charge=-1 e_homo_ev="-2.5 / -2.5" total_energy_ev=-78782.64963 gap_ev="6.38 / 6.38" spin_multiplicity=1
Br -2.739 1.114 -1.083 0.08
O 0.250 -0.041 -1.516 -0.53
O -1.050 -1.983 -1.011 -0.60
N -1.631 1.555 0.214 -0.82
C -0.009 0.132 -0.018 0.18
C 1.200 0.127 0.883 -0.67
C -0.459 -0.955 -0.804 0.72
H 0.913 -0.213 1.963 0.22
H 1.820 1.078 0.848 0.23
H 1.705 -0.813 0.524 0.20

---

8
Properties=species:S:1:pos:R:3:nbo_charge:R:1 method="wB97M-V/def2-TZVPD" total_charge=0 e_homo_ev=-9.1 total_energy_ev=-75247.05363 gap_ev=9.39 spin_multiplicity=1
Br -2.435 -0.308 0.039 0.05
O 2.625 -1.470 -0.130 -0.44
C -0.837 0.692 -0.280 -0.43
C 0.530 -0.201 0.269 -0.63
C 1.671 -0.855 0.033 0.72
H -0.812 0.834 -1.320 0.21
H -0.011 -0.423 1.201 0.27
H -0.732 1.731 0.189 0.24